Entry 1:
# C46H44BN9OPReSTe

C46H44BN9OPReSTe as an isolated structure (wB97M-V/def2-TZVPD, OMol25).

Values from the calculation:
Kohn-Sham gap (spin up / spin down) (eV): 5.7 / 5.8
Relative energy (zero: lowest compared OMol25 entry of this formula, charge and spin) (kJ/mol): 0.00
Lowest unoccupied orbital energy (spin up / spin down) (eV): -7.08 / -7.08
Charge: +2
HOMO (spin up / spin down) (eV): -12.80 / -12.90

Each line ends with the Mulliken charge.
Cartesian coordinates (Å):
Re  -0.181  0.297  0.248  -0.20
C  -1.472  3.709  -0.850  -1.25
C  -2.161  2.905  0.197  0.49
C  -3.204  3.355  1.000  -1.84
C  -3.500  2.309  1.844  -0.18
N  -2.688  1.282  1.560  1.59
N  -1.838  1.639  0.541  0.00
B  -2.647  -0.096  2.282  0.14
N  -1.327  -0.126  3.155  0.01
C  -1.207  0.449  4.338  0.29
C  0.128  0.783  4.582  -1.94
C  0.817  0.398  3.469  0.48
C  2.288  0.403  3.259  -0.60
N  -0.075  -0.168  2.551  0.32
N  -2.596  -1.206  1.242  1.00
C  -3.331  -2.325  1.222  -0.06
C  -3.051  -3.003  0.060  -1.73
C  -2.102  -2.227  -0.602  0.30
C  -1.490  -2.520  -1.917  -0.69
N  -1.823  -1.127  0.121  -0.08
N  -3.847  -0.268  3.169  0.56
C  -5.152  -0.219  2.776  -0.30
C  -5.914  -0.697  3.801  -1.26
C  -4.985  -1.042  4.818  0.59
C  -5.266  -1.609  6.169  -1.29
N  -3.749  -0.794  4.426  -1.19
H  -1.704  4.762  -0.699  0.55
H  -1.824  3.439  -1.846  0.07
H  -0.390  3.594  -0.806  0.14
H  -3.675  4.323  0.965  0.61
H  -4.245  2.226  2.618  0.69
H  -2.090  0.611  4.939  0.69
H  0.533  1.236  5.472  0.61
H  2.731  -0.480  3.728  0.47
H  2.717  1.283  3.737  0.51
H  2.550  0.412  2.203  -0.52
H  -4.007  -2.557  2.030  0.56
H  -3.469  -3.938  -0.270  0.59
H  -2.269  -2.676  -2.664  0.47
H  -0.880  -3.424  -1.874  0.51
H  -0.870  -1.694  -2.233  -0.93
H  -5.434  0.134  1.795  0.57
H  -6.987  -0.788  3.832  0.46
H  -5.934  -0.958  6.733  0.32
H  -4.340  -1.730  6.727  0.35
H  -5.750  -2.583  6.087  0.29
C  7.080  -0.680  -0.178  -0.63
C  6.439  -0.091  0.914  -0.95
C  5.158  0.395  0.780  -0.58
C  4.492  0.296  -0.458  1.00
C  5.135  -0.348  -1.532  -0.54
C  6.431  -0.811  -1.399  -0.71
P  2.845  0.821  -0.811  0.43
C  2.213  -1.887  -0.077  -0.96
C  2.135  -2.132  -1.441  1.18
C  3.170  -2.791  -2.088  -1.01
C  4.276  -3.227  -1.372  -0.80
C  4.354  -2.984  -0.007  -1.05
C  3.333  -2.306  0.642  -0.23
C  2.423  2.026  0.385  0.74
C  3.316  3.002  0.890  -0.41
C  2.858  3.945  1.772  -1.12
C  1.519  3.891  2.191  -0.96
C  0.654  2.923  1.718  0.07
C  1.053  1.965  0.763  0.28
H  8.090  -1.051  -0.066  0.43
H  6.952  -0.019  1.864  0.49
H  4.658  0.841  1.630  0.43
H  4.607  -0.475  -2.471  0.37
H  6.933  -1.279  -2.234  0.54
H  1.274  -1.793  -1.990  0.33
H  3.101  -2.969  -3.154  0.53
H  5.074  -3.758  -1.874  0.49
H  5.219  -3.311  0.555  0.49
H  3.425  -2.087  1.701  0.42
H  4.344  3.026  0.550  0.62
H  3.516  4.719  2.144  0.46
H  1.155  4.629  2.897  0.51
H  -0.363  2.929  2.091  0.35
O  -0.345  -2.852  1.825  -0.50
S  0.728  -1.923  2.019  0.41
N  1.155  -1.157  0.587  0.48
Te  -0.046  1.097  -2.344  1.15
C  -1.993  1.117  -3.165  0.30
C  -2.131  1.653  -4.443  -0.54
C  -3.386  1.709  -5.030  -0.74
C  -4.498  1.242  -4.341  -0.65
C  -4.356  0.716  -3.065  -1.00
C  -3.101  0.651  -2.471  0.41
C  0.747  -0.172  -3.858  -0.19
C  2.077  0.026  -4.216  -0.27
C  2.638  -0.714  -5.248  -0.74
C  1.867  -1.638  -5.940  -0.67
C  0.526  -1.796  -5.617  -0.80
C  -0.039  -1.060  -4.584  0.30
H  -1.267  2.021  -4.985  0.50
H  -3.495  2.122  -6.024  0.45
H  -5.476  1.289  -4.802  0.43
H  -5.224  0.351  -2.529  0.47
H  -2.993  0.242  -1.477  0.49
H  2.670  0.784  -3.720  0.54
H  3.670  -0.549  -5.529  0.48
H  2.301  -2.209  -6.750  0.44
H  -0.090  -2.484  -6.181  0.47
H  -1.096  -1.161  -4.380  0.39

Entry 2:
# C46H44CrN3O5PS

C46H44CrN3O5PS as an isolated structure in a non-equilibrium geometry (wB97M-V/def2-TZVPD, OMol25).

Values from the calculation:
Kohn-Sham gap (spin up / spin down) (eV): 7.2 / 6.8
Relative energy (zero: lowest compared OMol25 entry of this formula, charge and spin) (kJ/mol): 106.16
Lowest unoccupied orbital energy (spin up / spin down) (eV): -3.19 / -3.55
Charge: +1
HOMO (spin up / spin down) (eV): -10.35 / -10.35
Multiplicity: 4

Each line ends with the Löwdin spin population.
Cartesian coordinates (Å):
Cr  0.045  -0.337  -0.462  2.88
O  -1.054  0.415  -2.110  0.02
S  0.074  1.173  -2.690  0.00
O  -0.216  2.494  -3.131  0.00
O  1.180  1.019  -1.710  0.01
C  0.569  0.173  -4.096  0.00
C  0.349  0.570  -5.400  0.00
C  0.778  -0.242  -6.442  0.00
C  1.411  -1.445  -6.164  0.00
C  1.564  -1.873  -4.857  0.00
C  1.144  -1.058  -3.806  0.00
P  1.355  -1.534  -2.057  -0.01
C  1.057  -3.329  -2.128  0.00
C  1.946  -4.305  -1.693  0.00
C  1.590  -5.643  -1.767  0.00
C  0.329  -6.010  -2.208  0.00
C  -0.591  -5.036  -2.566  0.00
C  -0.222  -3.705  -2.536  0.00
C  3.152  -1.291  -1.849  -0.01
C  3.611  -0.223  -1.084  0.00
C  4.960  0.071  -1.027  0.00
C  5.870  -0.696  -1.736  0.00
C  5.426  -1.782  -2.471  0.00
C  4.077  -2.081  -2.535  0.00
H  -0.157  1.506  -5.581  0.00
H  0.611  0.061  -7.464  0.00
H  1.786  -2.060  -6.969  0.00
H  2.003  -2.840  -4.652  0.00
H  2.917  -4.023  -1.313  0.00
H  2.300  -6.402  -1.475  0.00
H  0.064  -7.055  -2.273  0.00
H  -1.586  -5.314  -2.876  0.00
H  -0.921  -2.934  -2.839  0.00
H  2.905  0.409  -0.568  0.00
H  5.297  0.914  -0.445  0.00
H  6.919  -0.452  -1.710  0.00
H  6.134  -2.390  -3.012  0.00
H  3.752  -2.927  -3.122  0.00
C  -4.006  -5.822  -0.343  0.00
C  -4.408  -4.628  0.537  0.00
C  -4.446  -5.049  2.014  0.00
C  -5.812  -4.187  0.116  0.00
C  -3.375  -3.533  0.352  0.02
C  -3.682  -2.249  -0.107  0.00
C  -2.680  -1.321  -0.302  0.01
N  -1.398  -1.569  -0.043  -0.01
C  -1.081  -2.774  0.475  0.01
C  -2.034  -3.769  0.649  0.00
C  0.304  -2.819  0.920  0.00
C  0.922  -3.909  1.509  0.00
C  2.207  -3.803  2.037  0.01
C  2.767  -2.526  2.025  0.00
C  2.108  -1.486  1.398  0.01
N  0.933  -1.631  0.795  -0.02
C  2.899  -5.015  2.622  0.00
C  2.852  -6.161  1.601  0.00
C  4.365  -4.737  2.958  0.00
C  2.164  -5.406  3.912  0.00
H  -4.723  -6.629  -0.221  0.00
H  -3.019  -6.196  -0.086  0.00
H  -4.004  -5.527  -1.390  0.00
H  -5.227  -5.792  2.160  0.00
H  -4.662  -4.196  2.653  0.00
H  -3.504  -5.485  2.331  0.00
H  -6.496  -5.024  0.237  0.00
H  -5.831  -3.889  -0.930  0.00
H  -6.175  -3.366  0.730  0.00
H  -4.695  -1.957  -0.318  0.00
H  -2.888  -0.333  -0.688  0.00
H  -1.731  -4.722  1.045  0.00
H  0.387  -4.842  1.549  0.00
H  3.719  -2.325  2.485  0.00
H  2.535  -0.494  1.381  0.00
H  3.423  -5.885  0.717  0.00
H  1.837  -6.395  1.295  0.00
H  3.293  -7.059  2.024  0.00
H  4.907  -4.390  2.082  0.00
H  4.833  -5.654  3.304  0.00
H  4.457  -4.000  3.751  0.00
H  1.137  -5.698  3.716  0.00
H  2.155  -4.568  4.606  0.00
H  2.680  -6.239  4.382  0.00
O  -1.171  -0.075  2.432  0.01
C  -0.847  0.835  1.688  0.01
O  0.263  0.937  1.073  0.04
C  -1.774  1.978  1.316  0.00
C  -2.160  3.003  2.199  0.00
C  -2.940  4.010  1.697  0.00
C  -3.316  4.002  0.336  0.00
C  -4.101  5.005  -0.268  0.00
C  -4.441  4.920  -1.591  0.00
C  -4.010  3.835  -2.373  0.00
C  -3.247  2.842  -1.825  0.00
C  -2.881  2.909  -0.467  0.00
N  -2.118  1.933  0.059  0.01
H  -1.857  2.974  3.234  0.00
H  -3.288  4.810  2.336  0.00
H  -4.416  5.845  0.330  0.00
H  -5.053  5.685  -2.044  0.00
H  -4.283  3.794  -3.417  0.00
H  -2.882  2.009  -2.405  0.00

Entry 3:
# C46H44GdN6O2S2

C46H44GdN6O2S2 as an isolated structure in a non-equilibrium geometry (wB97M-V/def2-TZVPD, OMol25).

Values from the calculation:
Kohn-Sham gap (spin up / spin down) (eV): 8.6 / 5.9
Lowest unoccupied orbital energy (spin up / spin down) (eV): -1.90 / -4.65
Charge: +1
HOMO (spin up / spin down) (eV): -10.51 / -10.51
Multiplicity: 8

Each line ends with the Löwdin spin population.
Cartesian coordinates (Å):
Gd  -1.461  -17.809  12.393  6.81
O  -2.294  -15.893  12.349  0.08
C  -2.760  -14.980  13.295  0.01
C  -2.094  -15.228  14.707  0.00
C  -2.683  -16.493  15.350  0.00
C  -2.914  -16.575  16.681  0.00
C  -3.392  -17.739  17.234  0.00
C  -3.700  -18.775  16.379  0.00
C  -3.456  -18.679  14.993  0.00
C  -3.982  -19.794  14.052  0.00
C  -3.158  -20.369  12.882  0.00
O  -3.016  -19.406  11.847  0.05
C  -4.042  -21.559  12.404  0.00
C  -4.897  -21.474  11.289  0.00
C  -5.593  -22.616  10.923  0.00
C  -5.457  -23.845  11.566  0.00
C  -4.644  -23.955  12.664  0.00
C  -3.951  -22.789  13.028  0.00
C  -1.792  -20.927  13.292  0.00
C  -1.484  -21.256  14.585  0.00
C  -0.287  -21.807  14.955  0.00
C  0.743  -22.018  14.028  0.00
C  0.459  -21.649  12.703  0.00
C  -0.774  -21.131  12.332  0.00
N  -2.869  -17.575  14.517  -0.01
C  -2.282  -13.655  12.732  0.01
C  -1.351  -12.864  13.384  0.00
C  -0.747  -11.742  12.721  0.00
C  -1.114  -11.502  11.393  0.00
C  -2.014  -12.322  10.748  0.00
C  -2.581  -13.362  11.432  0.00
C  -4.264  -15.005  13.465  0.00
C  -5.012  -15.793  12.644  0.00
C  -6.372  -16.046  12.854  0.00
C  -7.035  -15.459  13.983  0.00
C  -6.325  -14.503  14.683  0.00
C  -4.955  -14.270  14.467  0.00
H  -2.143  -14.329  15.350  0.00
H  -1.031  -15.452  14.552  0.00
H  -2.803  -15.618  17.194  0.00
H  -3.490  -17.883  18.283  0.00
H  -4.149  -19.655  16.901  0.00
H  -4.907  -19.491  13.603  0.00
H  -4.192  -20.591  14.715  0.00
H  -5.087  -20.528  10.789  0.00
H  -6.308  -22.569  10.107  0.00
H  -5.986  -24.706  11.173  0.00
H  -4.490  -24.859  13.277  0.00
H  -3.291  -22.932  13.851  0.00
H  -2.140  -21.055  15.383  0.00
H  -0.100  -22.021  15.985  0.00
H  1.689  -22.528  14.300  0.00
H  1.214  -21.625  11.980  0.00
H  -0.956  -20.926  11.236  0.00
H  -1.035  -13.118  14.408  0.00
H  -0.025  -11.128  13.289  0.00
H  -0.709  -10.617  10.864  0.00
H  -2.377  -11.969  9.771  0.00
H  -3.244  -13.975  10.866  0.00
H  -4.573  -16.443  11.853  0.00
H  -6.929  -16.745  12.233  0.00
H  -8.055  -15.731  14.179  0.00
H  -6.707  -13.928  15.508  0.00
H  -4.376  -13.544  15.021  0.00
C  2.496  -19.886  16.016  0.00
N  2.655  -19.306  14.711  0.00
C  3.812  -19.469  13.904  0.00
C  3.697  -18.603  12.909  0.00
N  2.481  -17.954  13.067  0.00
C  1.811  -18.423  14.195  0.00
S  0.335  -17.909  14.786  0.00
C  2.222  -16.709  12.394  0.00
C  3.369  -15.851  12.339  0.00
C  3.142  -14.574  11.886  0.00
C  1.859  -14.251  11.425  0.00
C  0.821  -15.113  11.617  0.00
N  0.985  -16.368  12.124  -0.01
H  2.722  -20.930  15.984  0.00
H  1.456  -19.605  16.381  0.00
H  3.172  -19.412  16.728  0.00
H  4.413  -20.374  14.077  0.00
H  4.385  -18.380  12.114  0.00
H  4.350  -16.115  12.706  0.00
H  3.951  -13.827  11.814  0.00
H  1.640  -13.232  11.129  0.00
H  -0.204  -14.912  11.345  0.00
S  -1.177  -17.368  9.531  0.03
C  -1.994  -18.493  8.567  0.01
N  -2.326  -18.127  7.296  0.00
C  -3.377  -18.840  6.510  0.00
C  -4.142  -19.856  7.333  0.00
C  -3.104  -20.690  8.162  0.00
N  -2.300  -19.717  9.009  0.00
H  -2.253  -17.145  7.156  0.00
H  -2.905  -19.338  5.682  0.00
H  -4.047  -18.059  6.057  0.00
H  -4.667  -20.597  6.720  0.00
H  -4.858  -19.409  8.027  0.00
H  -2.482  -21.288  7.464  0.00
H  -3.472  -21.411  8.927  0.00
H  -2.453  -19.799  9.996  0.00

Entry 4:
# C46H44Ge2IrN4O5S2

C46H44Ge2IrN4O5S2 as an isolated structure in a non-equilibrium geometry (wB97M-V/def2-TZVPD, OMol25).

Values from the calculation:
Kohn-Sham gap (spin up / spin down) (eV): 6.7 / 6.3
Relative energy (zero: lowest compared OMol25 entry of this formula, charge and spin) (kJ/mol): 438.71
Lowest unoccupied orbital energy (spin up / spin down) (eV): -0.80 / -1.41
Charge: 0
HOMO (spin up / spin down) (eV): -7.52 / -7.71
Multiplicity: 2

Each line ends with the Löwdin spin population.
Cartesian coordinates (Å):
Ir  0.248  -0.681  -0.738  0.00
C  3.725  -3.506  -3.723  0.00
C  2.569  -4.271  -3.641  0.00
C  1.658  -4.051  -2.617  0.00
C  1.907  -3.067  -1.677  0.00
C  3.070  -2.315  -1.730  0.00
C  3.976  -2.540  -2.757  0.00
N  0.872  -2.757  -0.711  -0.01
C  0.809  -3.409  0.390  0.00
C  1.934  -4.258  0.863  0.00
C  1.694  -5.440  1.811  0.00
C  0.435  -5.353  2.698  0.00
C  -0.383  -4.041  2.589  0.00
C  -0.299  -3.180  1.339  -0.01
N  -1.113  -2.187  1.390  0.01
N  -1.109  -1.083  0.667  0.01
C  -1.920  -0.097  1.267  0.04
C  -2.888  -0.432  2.256  0.28
C  -3.851  0.519  2.614  0.04
C  -3.725  1.816  2.201  0.25
C  -2.508  2.210  1.512  0.09
N  -1.815  1.137  0.834  0.13
H  4.425  -3.662  -4.534  0.00
H  2.363  -5.028  -4.388  0.00
H  0.736  -4.619  -2.561  0.00
H  3.282  -1.576  -0.965  0.00
H  4.882  -1.948  -2.801  0.00
H  2.579  -4.517  0.033  0.00
H  1.938  -6.422  1.412  0.00
H  -0.139  -6.270  2.820  0.00
H  -1.432  -4.167  2.847  0.00
H  -2.941  -1.450  2.598  0.01
H  -4.699  0.209  3.210  0.00
H  -4.459  2.574  2.445  0.01
H  -2.604  3.077  0.860  0.01
C  1.452  -5.374  5.206  0.00
C  1.286  -4.728  3.856  0.00
C  2.529  -4.738  2.928  0.00
C  2.731  -3.495  2.011  0.00
C  2.141  -2.205  2.523  0.00
C  1.152  -2.175  3.410  0.00
C  0.449  -3.427  3.796  0.00
S  2.665  -0.650  1.840  0.00
O  3.891  -0.922  1.127  0.00
O  2.722  0.287  2.929  0.00
O  1.577  -0.220  0.880  0.00
H  1.904  -6.365  5.115  0.00
H  0.487  -5.486  5.707  0.00
H  2.100  -4.764  5.842  0.00
H  3.431  -5.174  3.353  0.00
H  3.761  -3.323  1.711  0.00
H  0.781  -1.218  3.765  0.00
H  -0.160  -3.287  4.688  0.00
C  0.568  2.493  2.710  0.02
Ge  -1.278  2.954  3.036  0.07
C  -1.876  2.202  4.723  0.01
C  -1.676  4.854  3.003  0.01
Ge  -1.121  1.289  -0.995  0.01
C  -2.905  1.042  -1.765  0.01
C  -3.358  -0.228  -2.133  0.00
C  -4.666  -0.419  -2.564  0.00
C  -5.540  0.658  -2.632  0.00
C  -5.107  1.923  -2.263  0.00
C  -3.799  2.112  -1.829  0.00
C  -0.659  3.141  -1.365  0.00
C  0.252  3.862  -0.592  0.00
C  0.778  5.065  -1.043  0.00
C  0.411  5.561  -2.289  0.00
C  -0.496  4.859  -3.071  0.00
C  -1.019  3.654  -2.616  0.00
H  1.015  2.152  3.644  0.00
H  1.131  3.357  2.359  0.00
H  0.674  1.683  1.988  0.00
H  -1.212  2.563  5.512  0.00
H  -1.829  1.113  4.702  0.00
H  -2.897  2.506  4.952  0.00
H  -1.139  5.367  3.802  0.00
H  -2.747  5.007  3.154  0.00
H  -1.390  5.296  2.047  0.00
H  -2.683  -1.072  -2.087  0.00
H  -5.003  -1.409  -2.848  0.00
H  -6.557  0.512  -2.975  0.00
H  -5.785  2.766  -2.314  0.00
H  -3.475  3.108  -1.548  0.00
H  0.565  3.475  0.368  0.00
H  1.486  5.611  -0.430  0.00
H  0.844  6.484  -2.657  0.00
H  -0.785  5.240  -4.044  0.00
H  -1.715  3.109  -3.244  0.00
O  2.888  5.089  -4.629  0.00
C  2.153  4.252  -5.398  0.00
O  1.931  4.542  -6.539  0.00
C  1.633  3.009  -4.744  0.00
C  2.062  2.557  -3.503  0.00
C  1.540  1.403  -2.950  0.00
C  0.556  0.679  -3.623  0.00
S  -0.135  -0.831  -3.012  0.00
C  0.136  1.124  -4.881  0.00
C  0.678  2.270  -5.435  0.00
H  2.960  4.745  -3.732  0.00
H  2.825  3.080  -2.936  0.00
H  1.911  1.053  -1.993  0.00
H  -0.622  0.562  -5.414  0.00
H  0.359  2.622  -6.408  0.00

| no. | energy (eV) |
| --- | --- |
| 1 | -94085.19357 |
| 2 | -111668.46322 |
| 3 | -103955.03767 |
| 4 | -202152.99877 |